(1)
DFT (the ωB97M-V functional and the def2-TZVPD basis) results for a cluster of 6 separate species, C44H43N4O20 in total.

Geometry (Å):
C1 4.453 0.777 3.744
C2 4.423 0.390 2.151
C3 5.518 -0.812 1.772
C4 4.980 -1.775 0.537
N1 5.484 -3.198 0.805
C5 4.330 -4.188 0.804
C6 4.851 -5.769 0.643
C7 3.661 -6.859 1.026
N2 2.277 -6.258 1.115
C8 2.257 -4.907 1.790
N3 1.067 -4.322 2.145
C9 -0.318 -4.895 1.979
C10 -0.900 -5.748 0.710
C11 -2.468 -6.296 0.722
C12 -3.535 -5.978 1.970
C13 -2.962 -5.075 3.223
C14 -1.395 -4.582 3.219
N4 3.558 -4.145 2.104
H1 3.759 1.740 3.871
H2 4.010 -0.086 4.421
H3 5.530 1.126 4.095
H4 4.645 1.390 1.543
H5 3.324 0.066 1.830
H6 6.523 -0.283 1.475
H7 5.705 -1.489 2.732
H8 5.557 -1.427 -0.447
H9 3.820 -1.722 0.365
H10 6.095 -3.492 0.003
H11 3.540 -3.968 -0.064
H12 5.305 -5.935 -0.436
H13 5.749 -5.988 1.398
H14 3.933 -7.274 2.110
H15 3.691 -7.762 0.246
H16 1.564 -6.920 1.496
H17 1.135 -3.379 2.635
H18 -0.182 -5.978 -0.186
H19 -2.893 -6.942 -0.185
H20 -4.640 -6.365 1.975
H21 -3.685 -4.791 4.115
H22 -1.023 -3.951 4.157
H23 3.358 -3.176 2.432
C15 -2.875 0.271 4.453
C16 -3.205 -0.970 4.089
C17 -4.601 -1.470 4.225
O1 -4.878 -2.609 3.864
C18 -5.605 -0.563 4.802
C19 -5.274 0.676 5.169
C20 -3.884 1.186 5.007
O2 -3.614 2.336 5.337
O3 -6.212 1.534 5.714
O4 -2.261 -1.836 3.569
H24 -1.864 0.648 4.357
H25 -6.612 -0.945 4.912
H26 -5.728 2.369 5.896
H27 -2.746 -2.669 3.383
C21 -7.553 -0.813 -1.423
C22 -6.357 -1.358 -1.655
C23 -5.535 -1.918 -0.547
O5 -4.448 -2.430 -0.793
C24 -6.070 -1.829 0.821
C25 -7.264 -1.281 1.053
C26 -8.098 -0.746 -0.059
O6 -9.200 -0.264 0.183
O7 -7.771 -1.191 2.336
O8 -5.838 -1.422 -2.935
H28 -8.162 -0.404 -2.220
H29 -5.454 -2.224 1.619
H30 -8.647 -0.758 2.241
H31 -4.964 -1.861 -2.840
C27 -5.714 6.666 3.718
C28 -4.881 5.630 3.837
C29 -3.996 5.216 2.713
O9 -3.228 4.271 2.858
C30 -4.086 5.968 1.452
C31 -4.921 7.001 1.332
C32 -5.786 7.432 2.464
O10 -6.530 8.398 2.330
O11 -5.013 7.711 0.148
O12 -4.810 4.902 5.011
H32 -6.361 6.979 4.527
H33 -3.450 5.645 0.637
H34 -5.683 8.409 0.314
H35 -4.135 4.208 4.847
C33 5.744 3.401 -1.375
C34 5.573 4.560 -2.014
C35 4.803 4.635 -3.287
O13 4.647 5.717 -3.841
C36 4.257 3.384 -3.837
C37 4.432 2.225 -3.199
C38 5.178 2.155 -1.913
O14 5.306 1.077 -1.341
O15 3.924 1.045 -3.712
O16 6.105 5.735 -1.516
H36 6.300 3.332 -0.448
H37 3.715 3.450 -4.771
H38 4.181 0.349 -3.068
H39 5.843 6.432 -2.156
C39 5.172 2.371 -9.724
C40 4.877 2.108 -8.450
C41 3.478 2.195 -7.946
O17 3.235 1.929 -6.774
C42 2.429 2.609 -8.891
C43 2.725 2.875 -10.165
C44 4.119 2.761 -10.675
O18 4.357 2.995 -11.855
O19 1.745 3.267 -11.058
O20 5.861 1.744 -7.550
H40 6.184 2.310 -10.104
H41 1.420 2.685 -8.507
H42 2.209 3.399 -11.913
H43 5.396 1.606 -6.696

Output
* HOMO level: -11.027 eV
* net charge: +1
* gap between HOMO and LUMO: 7.2887 eV
* E_LUMO: -3.74 eV

Atomic partial charges in e from the Löwdin method, atoms 1 to 99: number 1, C, carries -0.17; number 2, C, carries -0.27; number 3, C, carries -0.18; number 4, C, carries -0.21; number 5, N, carries -0.05; number 6, C, carries -0.36; number 7, C, carries -0.10; number 8, C, carries -0.18; number 9, N, carries 0.04; number 10, C, carries -0.13; number 11, N, carries 0.08; number 12, C, carries -0.13; number 13, C, carries -0.01; number 14, C, carries -0.02; number 15, C, carries -0.01; number 16, C, carries -0.04; number 17, C, carries -0.01; number 18, N, carries 0.10; number 19, H, carries 0.08; number 20, H, carries 0.08; number 21, H, carries 0.09; number 22, H, carries 0.11; number 23, H, carries 0.10; number 24, H, carries 0.12; number 25, H, carries 0.11; number 26, H, carries 0.12; number 27, H, carries 0.12; number 28, H, carries 0.12; number 29, H, carries 0.16; number 30, H, carries 0.13; number 31, H, carries 0.14; number 32, H, carries 0.14; number 33, H, carries 0.15; number 34, H, carries 0.14; number 35, H, carries 0.18; number 36, H, carries 0.09; number 37, H, carries 0.10; number 38, H, carries 0.10; number 39, H, carries 0.10; number 40, H, carries 0.11; number 41, H, carries 0.12; number 42, C, carries 0.09; number 43, C, carries -0.19; number 44, C, carries -0.30; number 45, O, carries 0.07; number 46, C, carries 0.08; number 47, C, carries -0.19; number 48, C, carries -0.27; number 49, O, carries 0.10; number 50, O, carries 0.10; number 51, O, carries 0.04; number 52, H, carries 0.14; number 53, H, carries 0.14; number 54, H, carries 0.11; number 55, H, carries 0.05; number 56, C, carries 0.08; number 57, C, carries -0.21; number 58, C, carries -0.30; number 59, O, carries 0.10; number 60, C, carries 0.08; number 61, C, carries -0.20; number 62, C, carries -0.30; number 63, O, carries 0.12; number 64, O, carries 0.08; number 65, O, carries 0.08; number 66, H, carries 0.14; number 67, H, carries 0.11; number 68, H, carries 0.12; number 69, H, carries 0.12; number 70, C, carries 0.08; number 71, C, carries -0.20; number 72, C, carries -0.30; number 73, O, carries 0.10; number 74, C, carries 0.07; number 75, C, carries -0.21; number 76, C, carries -0.30; number 77, O, carries 0.11; number 78, O, carries 0.08; number 79, O, carries 0.07; number 80, H, carries 0.14; number 81, H, carries 0.14; number 82, H, carries 0.12; number 83, H, carries 0.07; number 84, C, carries 0.08; number 85, C, carries -0.20; number 86, C, carries -0.30; number 87, O, carries 0.12; number 88, C, carries 0.08; number 89, C, carries -0.21; number 90, C, carries -0.30; number 91, O, carries 0.07; number 92, O, carries 0.08; number 93, O, carries 0.09; number 94, H, carries 0.14; number 95, H, carries 0.12; number 96, H, carries 0.11; number 97, H, carries 0.12; number 98, C, carries 0.08; number 99, C, carries -0.21

***

(2)
DFT (the ωB97M-V functional and the def2-TZVPD basis) results for a cluster of 2 separate species, C5H12O in total.

Geometry (Å):
C1 -0.670 0.154 -1.210
C2 -0.671 -1.205 -0.503
C3 -0.418 -0.816 0.854
C4 -0.796 0.686 1.067
C5 -0.244 1.261 -0.224
H1 0.044 0.128 -2.078
H2 -1.627 0.644 -1.565
H3 0.047 -1.883 -0.756
H4 -1.702 -1.793 -0.604
H5 0.621 -0.914 0.997
H6 -0.800 -1.574 1.671
H7 -0.518 1.187 2.020
H8 -1.909 0.643 1.030
H9 0.998 1.216 -0.196
H10 -0.248 2.516 -0.457
O1 2.257 -0.112 0.031
H11 2.736 0.644 -0.300
H12 2.902 -0.782 0.225

Output
* HOMO level: -9.610 eV
* net charge: 0
* gap between HOMO and LUMO: 10.1968 eV
* relative energy (zero: lowest compared OMol25 entry of this formula, charge and spin): 258.19 kJ/mol
* E_LUMO: 0.59 eV

Need the Löwdin charges? In units of e they are: number 1, C, carries -0.22; number 2, C, carries -0.23; number 3, C, carries -0.28; number 4, C, carries -0.20; number 5, C, carries -0.25; number 6, H, carries 0.11; number 7, H, carries 0.12; number 8, H, carries 0.07; number 9, H, carries 0.15; number 10, H, carries 0.05; number 11, H, carries 0.15; number 12, H, carries 0.11; number 13, H, carries 0.11; number 14, H, carries 0.10; number 15, H, carries 0.16; number 16, O, carries -0.06; number 17, H, carries 0.05; number 18, H, carries 0.05

***

(3)
DFT (the ωB97M-V functional and the def2-TZVPD basis) results for the molecule C12H13NO3S2.

Geometry (Å):
C1 -4.026 -1.377 1.623
O1 -3.571 -0.048 1.351
C2 -2.213 0.214 1.177
C3 -1.199 -0.762 1.267
C4 0.135 -0.431 1.105
C5 0.513 0.879 0.746
C6 1.905 1.156 0.417
O2 2.227 2.237 -0.048
S1 3.215 0.070 0.763
C7 3.298 -0.785 -0.754
N1 4.385 -1.520 -0.990
C8 4.303 -2.280 -2.236
C9 2.836 -2.362 -2.649
S2 2.026 -0.854 -1.982
C10 -0.514 1.850 0.671
C11 -1.850 1.544 0.904
O3 -2.868 2.493 0.852
C12 -2.569 3.763 0.271
H1 -5.087 -1.394 1.678
H2 -3.612 -1.751 2.586
H3 -3.721 -2.081 0.842
H4 -1.450 -1.822 1.429
H5 0.870 -1.219 1.087
H6 4.717 -3.257 -2.083
H7 4.888 -1.737 -3.024
H8 2.383 -3.257 -2.223
H9 2.694 -2.417 -3.755
H10 -0.200 2.864 0.448
H11 -1.875 4.250 0.988
H12 -3.462 4.374 0.239
H13 -2.180 3.659 -0.700

Output
* HOMO level: -8.589 eV
* net charge: 0
* gap between HOMO and LUMO: 8.2796 eV
* relative energy (zero: lowest compared OMol25 entry of this formula, charge and spin): 99.43 kJ/mol
* E_LUMO: -0.31 eV

Need the Löwdin charges? In units of e they are: number 1, C, carries -0.07; number 2, O, carries -0.07; number 3, C, carries -0.16; number 4, C, carries 0.00; number 5, C, carries -0.06; number 6, C, carries -0.21; number 7, C, carries -0.72; number 8, O, carries 0.03; number 9, S, carries 1.03; number 10, C, carries -0.90; number 11, N, carries -0.05; number 12, C, carries -0.29; number 13, C, carries -0.44; number 14, S, carries 0.91; number 15, C, carries 0.06; number 16, C, carries -0.17; number 17, O, carries -0.08; number 18, C, carries -0.06; number 19, H, carries 0.08; number 20, H, carries 0.10; number 21, H, carries 0.09; number 22, H, carries 0.12; number 23, H, carries 0.09; number 24, H, carries 0.10; number 25, H, carries 0.12; number 26, H, carries 0.07; number 27, H, carries 0.08; number 28, H, carries 0.12; number 29, H, carries 0.10; number 30, H, carries 0.09; number 31, H, carries 0.08

***

(4)
DFT (the ωB97M-V functional and the def2-TZVPD basis) results for the molecule C6H10O.

Geometry (Å):
C1 -1.174 2.139 -0.239
C2 -0.450 0.939 0.285
C3 -0.050 0.976 1.738
C4 -0.068 -0.059 -0.522
C5 0.687 -1.256 -0.223
C6 0.786 -2.228 -1.131
O1 1.559 -3.342 -0.865
H1 -0.946 2.325 -1.283
H2 -2.264 2.103 -0.157
H3 -0.907 3.003 0.380
H4 -0.849 1.169 2.454
H5 0.686 1.780 1.773
H6 0.376 0.041 2.087
H7 -0.201 0.164 -1.580
H8 1.184 -1.490 0.710
H9 0.485 -2.151 -2.172
H10 1.147 -4.111 -1.255

Output
* HOMO level: -7.884 eV
* net charge: 0
* gap between HOMO and LUMO: 8.8169 eV
* relative energy (zero: lowest compared OMol25 entry of this formula, charge and spin): 89.61 kJ/mol
* E_LUMO: 0.93 eV

Need the Löwdin charges? In units of e they are: number 1, C, carries -0.07; number 2, C, carries -0.35; number 3, C, carries -0.06; number 4, C, carries -0.10; number 5, C, carries -0.08; number 6, C, carries -0.19; number 7, O, carries -0.02; number 8, H, carries 0.07; number 9, H, carries 0.08; number 10, H, carries 0.08; number 11, H, carries 0.08; number 12, H, carries 0.09; number 13, H, carries 0.06; number 14, H, carries 0.11; number 15, H, carries 0.11; number 16, H, carries 0.12; number 17, H, carries 0.09

***

(5)
DFT (the ωB97M-V functional and the def2-TZVPD basis) results for the molecule C5H9NO.

Geometry (Å):
C1 0.989 -1.132 -0.574
C2 0.805 0.350 1.353
O1 1.563 1.322 0.885
C3 0.050 0.044 -1.146
N1 -1.036 0.672 -0.368
C4 -1.686 -0.257 0.554
C5 -0.638 0.667 1.039
H1 0.611 -1.833 0.188
H2 1.992 -0.852 -0.215
H3 1.147 -1.715 -1.474
H4 1.079 2.030 0.403
H5 -0.409 -0.348 -2.055
H6 0.698 0.879 -1.445
H7 -1.491 -1.315 0.404
H8 -2.723 -0.019 0.791
H9 -0.952 1.509 1.660

Output
* HOMO level: -8.260 eV
* net charge: 0
* gap between HOMO and LUMO: 9.0395 eV
* relative energy (zero: lowest compared OMol25 entry of this formula, charge and spin): 534.79 kJ/mol
* E_LUMO: 0.78 eV

Need the Löwdin charges? In units of e they are: number 1, C, carries -0.11; number 2, C, carries -0.07; number 3, O, carries -0.01; number 4, C, carries -0.22; number 5, N, carries -0.07; number 6, C, carries -0.10; number 7, C, carries -0.31; number 8, H, carries 0.07; number 9, H, carries 0.07; number 10, H, carries 0.07; number 11, H, carries 0.12; number 12, H, carries 0.10; number 13, H, carries 0.10; number 14, H, carries 0.11; number 15, H, carries 0.11; number 16, H, carries 0.14

***

(6)
DFT (the ωB97M-V functional and the def2-TZVPD basis) results for the molecule C7H12O.

Geometry (Å):
C1 0.344 2.084 0.064
C2 0.048 0.903 -0.451
C3 -0.902 0.766 -1.590
C4 -0.298 0.427 -2.965
C5 0.795 -0.357 -0.068
C6 -0.128 -1.387 0.604
C7 -0.215 -1.009 2.072
O1 0.460 -1.491 2.938
H1 1.027 2.231 0.896
H2 -0.002 3.034 -0.335
H3 -1.672 0.024 -1.384
H4 -1.501 1.683 -1.646
H5 0.792 0.488 -2.994
H6 -0.674 1.105 -3.724
H7 -0.559 -0.584 -3.273
H8 1.285 -0.724 -0.969
H9 1.635 -0.135 0.590
H10 0.084 -2.454 0.581
H11 -1.127 -1.322 0.158
H12 -0.901 -0.159 2.263

Output
* HOMO level: -9.487 eV
* net charge: 0
* gap between HOMO and LUMO: 10.4196 eV
* relative energy (zero: lowest compared OMol25 entry of this formula, charge and spin): 90.13 kJ/mol
* E_LUMO: 0.93 eV

Need the Löwdin charges? In units of e they are: number 1, C, carries 0.06; number 2, C, carries -0.35; number 3, C, carries -0.23; number 4, C, carries -0.09; number 5, C, carries -0.15; number 6, C, carries -0.14; number 7, C, carries -0.28; number 8, O, carries 0.06; number 9, H, carries 0.07; number 10, H, carries 0.07; number 11, H, carries 0.10; number 12, H, carries 0.11; number 13, H, carries 0.07; number 14, H, carries 0.07; number 15, H, carries 0.07; number 16, H, carries 0.11; number 17, H, carries 0.12; number 18, H, carries 0.12; number 19, H, carries 0.10; number 20, H, carries 0.13